1.
Computed, not measured: a structure of composition C35H30FeN11SSe, with the ωB97M-V functional and the def2-TZVPD basis.

Total charge: +2
Spin multiplicity: 2
Calculated total energy: -6017.0210 Eh

Last column: Löwdin charge in e.
Positions of all 79 atoms, in Å:
Fe 0.810 -0.577 -0.284  0.23
C 4.614 1.394 0.196  -0.07
C 3.639 0.530 -0.295  -0.07
N 2.429 0.484 0.247  0.06
C 2.198 1.280 1.319  -0.15
C 3.177 2.156 1.765  -0.03
N 4.378 2.218 1.203  0.13
C 0.887 1.081 1.970  -0.18
C 0.400 1.716 3.099  0.09
C -0.879 1.394 3.561  -0.11
C -1.635 0.447 2.865  0.09
C -1.089 -0.151 1.743  -0.19
N 0.147 0.159 1.347  -0.03
C -1.707 -1.160 0.860  -0.16
C -2.977 -1.694 1.028  -0.03
N -3.443 -2.659 0.246  0.12
C -2.636 -3.113 -0.701  -0.08
C -1.375 -2.569 -0.916  -0.09
N -0.918 -1.587 -0.152  0.04
C -1.428 2.053 4.766  -0.18
C -0.616 2.336 5.859  -0.01
C -1.182 2.951 6.968  -0.11
N -2.461 3.294 7.038  0.09
C -3.233 3.028 5.992  -0.11
C -2.771 2.408 4.840  -0.01
H 5.600 1.415 -0.252  0.13
H 3.833 -0.112 -1.144  0.12
H 2.992 2.826 2.595  0.13
H 0.980 2.470 3.611  0.13
H -2.621 0.184 3.221  0.13
H -3.635 -1.339 1.812  0.13
H -2.997 -3.922 -1.324  0.12
H -0.743 -2.905 -1.727  0.11
H 0.431 2.061 5.877  0.12
H -0.574 3.172 7.837  0.12
H -4.272 3.326 6.070  0.12
H -3.448 2.243 4.013  0.11
C 1.882 -3.908 2.158  -0.01
C 2.300 -4.821 1.204  -0.01
C 2.396 -4.414 -0.116  0.02
C 2.069 -3.106 -0.445  -0.18
N 1.640 -2.230 0.481  0.05
C 1.554 -2.628 1.752  -0.07
C 2.137 -2.560 -1.818  -0.19
C 2.806 -3.199 -2.851  0.02
C 2.865 -2.593 -4.096  -0.01
C 2.253 -1.365 -4.271  -0.01
C 1.610 -0.785 -3.192  -0.15
N 1.548 -1.354 -1.988  0.04
H 1.802 -4.178 3.201  0.12
H 2.547 -5.837 1.482  0.13
H 2.711 -5.107 -0.881  0.12
H 1.214 -1.887 2.464  0.12
H 3.292 -4.149 -2.685  0.12
H 3.385 -3.074 -4.914  0.13
H 2.268 -0.858 -5.225  0.13
H 1.104 0.164 -3.287  0.05
Se -0.403 1.439 -1.167  0.94
C 0.702 2.833 -1.838  -0.56
C 1.976 2.619 -2.359  -0.11
C 2.707 3.715 -2.793  -0.12
N 2.257 4.963 -2.735  0.09
C 1.044 5.161 -2.235  -0.12
C 0.226 4.137 -1.776  -0.10
H 2.408 1.630 -2.416  0.07
H 3.701 3.581 -3.204  0.12
H 0.700 6.188 -2.196  0.12
H -0.757 4.360 -1.383  0.10
C -5.386 -1.488 -4.000  -0.05
N -3.945 -1.304 -3.910  -0.04
C -3.350 -0.343 -3.210  -0.84
N -4.109 0.481 -2.478  0.14
S -1.653 -0.193 -3.217  0.64
H -5.583 -2.394 -4.565  0.10
H -5.866 -0.653 -4.513  0.10
H -5.819 -1.611 -3.006  0.09
H -3.344 -1.840 -4.513  0.13
H -5.111 0.511 -2.575  0.11
H -3.652 1.259 -2.032  0.09

---

2.
Computed, not measured: a structure of composition C35H30IrN2O5PS, with the ωB97M-V functional and the def2-TZVPD basis.

Spin multiplicity: 1
Energy relative to the best compared isomer or geometry (same formula, charge and spin): 29.8 kJ/mol

Last column: Löwdin charge in e.
Positions of all 75 atoms, in Å:
Ir -0.166 -0.432 -0.378  1.05
C 2.955 -1.015 -3.571  -0.05
O 2.483 0.185 -4.189  -0.07
C 2.050 1.251 -3.465  -0.21
C 2.191 2.476 -4.096  0.00
C 1.790 3.663 -3.492  -0.08
C 1.237 3.624 -2.235  -0.06
C 1.043 2.397 -1.578  -0.16
C 0.360 2.467 -0.306  -0.07
N -0.175 1.463 0.291  -0.18
N -0.917 1.708 1.436  0.10
C -1.433 0.601 1.884  -0.44
O -1.207 -0.585 1.386  -0.26
C -2.359 0.662 3.041  -0.15
C -2.944 1.868 3.416  -0.02
C -3.837 1.904 4.475  -0.08
C -4.147 0.740 5.166  -0.08
C -3.562 -0.463 4.797  -0.07
C -2.673 -0.504 3.733  -0.03
C 1.447 1.181 -2.187  -0.26
O 1.338 -0.007 -1.597  -0.31
H 3.411 -1.580 -4.382  0.09
H 2.156 -1.590 -3.115  0.05
H 3.709 -0.790 -2.816  0.10
H 2.640 2.475 -5.081  0.12
H 1.925 4.605 -4.006  0.10
H 0.925 4.536 -1.741  0.11
H 0.219 3.442 0.154  0.14
H -2.694 2.765 2.867  0.11
H -4.294 2.842 4.761  0.10
H -4.845 0.771 5.993  0.10
H -3.798 -1.370 5.339  0.10
H -2.213 -1.437 3.432  0.11
C -2.035 -0.874 -3.101  -0.21
P -2.157 -0.681 -1.306  0.84
C -3.187 0.808 -1.137  -0.32
C -2.620 2.009 -1.568  -0.10
C -3.341 3.189 -1.509  -0.06
C -4.641 3.182 -1.021  -0.07
C -5.222 1.990 -0.620  -0.07
C -4.503 0.804 -0.684  -0.07
C -3.128 -2.068 -0.676  -0.35
C -3.227 -3.243 -1.420  -0.09
C -3.871 -4.353 -0.897  -0.06
C -4.429 -4.300 0.372  -0.07
C -4.346 -3.131 1.115  -0.07
C -3.691 -2.024 0.600  -0.11
H -3.018 -1.106 -3.513  0.07
H -1.319 -1.655 -3.346  0.02
H -1.693 0.075 -3.515  0.05
H -1.612 2.021 -1.964  0.09
H -2.887 4.113 -1.844  0.11
H -5.204 4.105 -0.965  0.11
H -6.242 1.977 -0.258  0.11
H -4.977 -0.119 -0.381  0.10
H -2.772 -3.310 -2.399  0.10
H -3.924 -5.264 -1.477  0.11
H -4.923 -5.172 0.782  0.11
H -4.779 -3.080 2.106  0.11
H -3.612 -1.130 1.203  0.09
O -2.473 -7.022 3.379  0.11
C -1.851 -7.244 2.196  -0.48
O -1.742 -8.369 1.794  0.11
C -1.346 -6.052 1.453  -0.15
C -1.411 -4.746 1.926  -0.03
C -0.948 -3.680 1.171  -0.10
C -0.407 -3.900 -0.092  -0.63
S 0.147 -2.644 -1.185  0.64
C -0.324 -5.217 -0.564  -0.11
C -0.782 -6.272 0.196  -0.01
H -2.500 -6.079 3.570  0.08
H -1.820 -4.511 2.904  0.11
H -1.020 -2.676 1.564  0.07
H 0.098 -5.400 -1.544  0.10
H -0.723 -7.288 -0.171  0.12

---

3.
Computed, not measured: a structure of composition C35H30N3O9Ru, with the ωB97M-V functional and the def2-TZVPD basis.

Spin multiplicity: 6
Energy relative to the best compared isomer or geometry (same formula, charge and spin): 0.0 kJ/mol

Last column: Löwdin charge in e.
Positions of all 78 atoms, in Å:
Ru 0.583 -0.405 0.153  1.34
O -1.315 1.943 3.226  0.09
C -0.669 0.950 2.560  -0.50
O 0.334 1.249 1.847  -0.12
C -1.222 -0.344 2.657  -0.22
C -2.358 -0.679 3.446  -0.01
C -2.764 -1.976 3.513  -0.06
C -2.021 -2.981 2.830  -0.02
C -0.943 -2.583 2.077  -0.23
N -0.571 -1.310 1.928  0.05
C 0.007 -3.593 1.490  -0.47
O -0.514 -4.741 1.046  0.12
O 1.200 -3.423 1.504  0.10
H -0.821 2.751 3.038  0.12
H -2.869 0.103 3.989  0.11
H -3.623 -2.252 4.109  0.10
H -2.260 -4.028 2.945  0.11
H -1.438 -4.607 0.783  0.09
C 1.866 3.156 -0.477  0.04
C 0.664 2.416 -0.956  -0.47
O 0.640 1.458 -1.685  0.09
H 2.759 2.678 -0.870  0.09
H 1.859 3.134 0.614  0.08
H 1.821 4.199 -0.793  0.10
N 2.450 -0.756 1.637  0.04
C 3.793 -0.430 1.347  -0.32
C 4.634 -1.380 0.776  -0.05
C 5.928 -1.033 0.421  -0.08
C 6.394 0.258 0.628  -0.10
C 5.553 1.202 1.200  -0.09
C 4.258 0.864 1.559  -0.05
H 2.051 -0.164 2.357  0.08
H 2.290 -1.739 1.849  0.06
H 4.260 -2.381 0.597  0.12
H 6.573 -1.778 -0.025  0.11
H 7.404 0.525 0.348  0.10
H 5.909 2.211 1.370  0.10
H 3.598 1.599 2.006  0.11
O -1.556 0.979 -0.234  0.06
C -1.606 2.181 -0.252  -0.39
O -0.507 2.977 -0.454  0.08
C -2.819 2.974 0.011  -0.12
C -3.946 2.284 0.444  0.01
C -5.137 2.951 0.725  0.04
C -5.132 4.314 0.554  -0.20
O -6.162 5.185 0.731  0.05
C -5.597 6.490 0.581  -0.12
O -4.301 6.335 0.012  0.04
C -4.006 5.004 0.124  -0.20
C -2.829 4.370 -0.157  0.09
H -3.878 1.213 0.567  0.13
H -6.021 2.428 1.060  0.13
H -5.511 6.958 1.567  0.14
H -6.221 7.077 -0.089  0.14
H -1.957 4.910 -0.495  0.13
C 3.433 -0.906 -4.519  -0.11
C 3.733 -0.640 -3.189  -0.09
C 2.821 -0.934 -2.192  -0.06
C 1.572 -1.493 -2.486  -0.31
C 1.280 -1.757 -3.831  -0.04
C 2.200 -1.467 -4.825  -0.10
N 0.661 -1.698 -1.451  -0.11
C -0.318 -2.684 -1.582  -0.32
C -0.031 -3.964 -2.082  -0.03
C -1.002 -4.945 -2.114  -0.09
C -2.290 -4.692 -1.650  -0.12
C -2.592 -3.427 -1.163  -0.11
C -1.622 -2.434 -1.136  -0.05
H 4.147 -0.685 -5.301  0.09
H 4.692 -0.212 -2.922  0.10
H 3.079 -0.741 -1.156  0.07
H 0.318 -2.176 -4.094  0.11
H 1.946 -1.675 -5.857  0.10
H 0.975 -4.178 -2.419  0.12
H -0.751 -5.929 -2.490  0.10
H -3.048 -5.464 -1.683  0.10
H -3.594 -3.202 -0.818  0.10
H -1.865 -1.439 -0.779  0.08

---

4.
Computed, not measured: a cluster of 2 separate species, C35H30OP in total in a non-equilibrium geometry, with the ωB97M-V functional and the def2-TZVPD basis.

Total charge: +1
Spin multiplicity: 1
Energy relative to the best compared isomer or geometry (same formula, charge and spin): 0.0 kJ/mol

Last column: Löwdin charge in e.
Positions of all 67 atoms, in Å:
C 1.884 0.193 -2.735  0.07
C 0.771 -0.385 -3.442  -0.19
C 0.400 -1.752 -3.265  0.00
C -0.693 -2.301 -3.925  -0.05
C -1.445 -1.524 -4.823  -0.03
C -1.086 -0.186 -5.042  -0.05
C -0.009 0.374 -4.365  0.00
C 2.430 1.439 -3.057  -0.05
C 3.533 2.054 -2.469  0.07
C 3.958 3.397 -2.746  -0.19
C 5.139 3.931 -2.148  0.00
C 5.544 5.240 -2.380  -0.05
C 4.803 6.073 -3.236  -0.02
C 3.655 5.566 -3.862  -0.05
C 3.237 4.258 -3.628  0.01
H 2.370 -0.424 -1.979  0.13
H 1.008 -2.384 -2.614  0.10
H -0.966 -3.347 -3.764  0.12
H -2.299 -1.956 -5.347  0.12
H -1.651 0.416 -5.758  0.12
H 0.254 1.416 -4.557  0.11
H 1.954 1.986 -3.866  0.09
H 4.150 1.479 -1.774  0.14
H 5.726 3.292 -1.486  0.12
H 6.441 5.633 -1.895  0.12
H 5.118 7.101 -3.412  0.12
H 3.081 6.209 -4.533  0.12
H 2.337 3.887 -4.116  0.11
C -1.878 -1.042 6.790  -0.07
C -2.974 -1.080 5.922  -0.07
C -2.780 -0.984 4.542  -0.06
C -1.482 -0.846 4.010  -0.31
P -1.166 -0.690 2.226  1.01
C -0.173 -2.116 1.726  -0.29
C 0.673 -1.989 0.610  -0.08
C 1.487 -3.054 0.223  -0.09
C 1.434 -4.268 0.919  -0.07
C 0.583 -4.407 2.019  -0.06
C -0.209 -3.333 2.434  -0.07
C -2.773 -0.821 1.394  -0.31
C -3.496 0.355 1.126  -0.07
C -4.737 0.290 0.490  -0.07
C -5.261 -0.949 0.104  -0.07
C -4.548 -2.124 0.366  -0.08
C -3.305 -2.063 0.999  -0.08
C -0.320 0.775 1.805  -0.25
C -0.505 1.966 2.582  -0.44
O -0.014 3.081 2.352  -0.07
C -0.387 -0.818 4.895  -0.08
C -0.584 -0.914 6.274  -0.07
H -2.033 -1.108 7.869  0.11
H -3.984 -1.181 6.321  0.11
H -3.636 -1.017 3.867  0.10
H 0.691 -1.052 0.055  0.08
H 2.168 -2.935 -0.621  0.09
H 2.064 -5.101 0.604  0.11
H 0.539 -5.352 2.560  0.11
H -0.851 -3.431 3.309  0.11
H -3.073 1.318 1.413  0.11
H -5.292 1.207 0.294  0.11
H -6.223 -0.997 -0.409  0.11
H -4.959 -3.090 0.070  0.11
H -2.741 -2.976 1.190  0.10
H 0.368 0.808 0.967  0.04
H -1.161 1.859 3.486  0.11
H 0.622 -0.721 4.492  0.12
H 0.274 -0.887 6.947  0.11

---

Which value of spin multiplicity does entry 3 give? 6

---

Number 2 is which compound? C35H30IrN2O5PS

---

Among the records above, which one has the highest spin multiplicity? C35H30N3O9Ru